Record 1
{"formula": "C21H67CrN25O17P", "method": "ωB97M-V with the def2-TZVPD basis set", "elements": ["Cr", "P", "O", "O", "O", "O", "C", "C", "C", "C", "C", "C", "N", "O", "C", "C", "C", "H", "H", "H", "H", "H", "H", "H", "H", "H", "H", "H", "H", "H", "H", "H", "H", "H", "H", "H", "C", "O", "N", "N", "H", "H", "H", "H", "C", "O", "N", "N", "H", "H", "H", "H", "C", "O", "N", "N", "H", "H", "H", "H", "C", "O", "N", "N", "H", "H", "H", "H", "C", "O", "N", "N", "H", "H", "H", "H", "C", "O", "N", "N", "H", "H", "H", "H", "C", "O", "N", "N", "H", "H", "H", "H", "C", "O", "N", "N", "H", "H", "H", "H", "C", "O", "N", "N", "H", "H", "H", "H", "C", "O", "N", "N", "H", "H", "H", "H", "C", "O", "N", "N", "H", "H", "H", "H", "C", "O", "N", "N", "H", "H", "H", "H"], "xyz": [[0.458, 0.766, 0.913], [-0.657, 2.820, 2.277], [0.027, 2.753, 0.890], [-2.154, 3.202, 2.185], [-0.291, 3.849, 3.333], [-0.368, 1.366, 2.697], [-2.540, -7.805, -2.162], [-2.379, -6.247, -2.462], [-2.631, -5.570, -1.005], [-2.226, -4.062, -1.004], [-0.770, -3.820, -1.395], [-0.386, -4.534, -2.792], [-1.034, -5.881, -2.929], [-0.689, -6.572, -4.039], [-0.817, -3.532, -3.889], [1.184, -4.755, -2.660], [-3.477, -5.791, -3.453], [-3.567, -7.976, -1.838], [-1.873, -8.111, -1.356], [-2.336, -8.319, -3.101], [-3.717, -5.542, -0.913], [-2.289, -6.181, -0.170], [-2.458, -3.587, -0.051], [-2.938, -3.578, -1.673], [-0.170, -4.277, -0.609], [-0.637, -2.742, -1.305], [-0.175, -2.660, -4.016], [-0.904, -3.936, -4.897], [-1.795, -3.130, -3.621], [1.625, -4.929, -3.641], [1.658, -3.803, -2.422], [1.502, -5.523, -1.955], [-3.551, -4.710, -3.575], [-4.527, -6.059, -3.338], [-3.058, -5.956, -4.445], [-0.071, -7.238, -3.729], [-2.219, -0.312, -0.807], [-1.111, 0.046, -0.424], [-2.659, -0.380, -2.013], [-3.011, -0.847, 0.043], [-3.627, -0.377, -2.302], [-2.021, 0.070, -2.654], [-2.942, -0.630, 1.027], [-3.872, -1.287, -0.251], [2.553, 5.711, 3.405], [3.306, 6.601, 3.076], [2.009, 4.828, 2.627], [1.881, 5.677, 4.498], [1.169, 4.342, 2.907], [2.295, 4.980, 1.670], [1.147, 4.983, 4.491], [2.026, 6.315, 5.268], [1.733, 1.411, 5.619], [2.554, 1.336, 6.487], [1.359, 0.375, 4.934], [1.091, 2.482, 5.201], [1.516, -0.574, 5.240], [0.827, 0.632, 4.115], [1.183, 3.379, 5.656], [0.670, 2.528, 4.285], [4.796, -3.104, 0.232], [3.563, -2.946, 0.255], [5.573, -3.926, 0.857], [5.458, -2.335, -0.575], [6.574, -3.923, 0.728], [5.166, -4.714, 1.341], [4.932, -1.526, -0.872], [6.459, -2.309, -0.703], [2.064, 3.537, -1.786], [2.763, 3.759, -2.676], [2.319, 3.884, -0.562], [0.789, 3.249, -1.920], [1.709, 3.447, 0.114], [3.148, 4.412, -0.330], [0.317, 3.111, -1.037], [0.382, 3.020, -2.815], [3.479, 1.470, 1.835], [2.337, 1.391, 1.541], [3.988, 2.533, 2.340], [4.402, 0.600, 1.643], [4.897, 2.478, 2.777], [3.410, 3.359, 2.275], [5.320, 0.849, 1.982], [4.163, -0.326, 1.318], [1.960, -0.423, -1.828], [1.470, -0.162, -0.749], [2.813, -1.382, -1.963], [1.791, 0.185, -2.896], [2.841, -1.920, -1.108], [3.004, -1.702, -2.901], [1.061, 0.880, -2.840], [2.438, 0.184, -3.671], [0.425, -2.236, 2.307], [0.545, -1.072, 1.949], [1.202, -3.158, 1.808], [-0.371, -2.592, 3.200], [2.039, -2.820, 1.355], [0.953, -4.131, 1.702], [-0.862, -1.897, 3.743], [-0.292, -3.536, 3.550], [-1.159, 6.342, 1.191], [-1.453, 5.993, 2.339], [-0.024, 5.966, 0.648], [-1.765, 6.974, 0.307], [0.102, 6.254, -0.312], [0.400, 5.173, 1.107], [-1.319, 7.050, -0.596], [-2.761, 7.099, 0.418], [-3.377, -0.079, 3.691], [-4.225, -0.877, 3.955], [-2.091, -0.126, 3.969], [-3.656, 0.866, 2.854], [-1.493, 0.544, 3.507], [-1.827, -0.692, 4.763], [-2.961, 1.500, 2.486], [-4.585, 1.240, 2.718], [-0.978, 1.485, -4.272], [-0.769, 1.266, -3.096], [-0.027, 1.855, -5.070], [-2.137, 1.713, -4.793], [0.945, 1.791, -4.802], [-0.404, 1.854, -6.007], [-2.231, 1.665, -5.798], [-2.909, 1.507, -4.176], [-3.563, 4.583, -0.717], [-4.251, 5.146, -1.620], [-3.994, 4.300, 0.465], [-2.443, 3.986, -0.859], [-3.325, 3.761, 0.996], [-4.717, 4.885, 0.860], [-1.872, 3.919, -1.689], [-1.982, 3.630, -0.034]], "atomic_forces_ev_per_a": [[-1.0, -0.5, 0.9], [-4.2, 2.8, 1.5], [0.9, 1.2, -1.7], [0.0, -2.2, -1.9], [3.0, -0.8, 0.0], [0.3, -1.2, 0.6], [0.4, 1.7, -0.9], [-0.9, 0.3, 2.6], [-0.3, 1.0, -1.9], [-0.3, -1.2, 0.1], [-1.0, -1.6, -0.2], [0.6, 0.7, 1.4], [-0.6, 1.0, 3.3], [0.6, -0.5, -2.0], [0.0, -0.1, -0.3], [-0.8, 0.9, -1.5], [0.8, 1.1, -0.9], [0.0, 0.0, -0.1], [0.2, 0.0, -0.2], [-0.1, -0.4, 0.2], [-0.2, -0.3, 0.1], [0.6, 0.1, -0.2], [0.2, -0.2, 0.2], [0.2, 0.2, -0.4], [0.2, 0.0, 0.0], [0.6, 0.1, -0.8], [0.3, 0.0, 0.5], [0.0, -0.5, 0.1], [-0.1, 0.0, 0.0], [-0.1, -0.6, -0.2], [-0.2, 0.1, 0.6], [-0.4, 0.0, 0.0], [0.3, 0.5, 0.9], [0.3, -0.9, 0.1], [-0.5, -1.0, -0.3], [0.2, -0.2, -0.1], [2.2, 0.1, 2.6], [0.5, 0.8, -1.2], [-0.4, 0.5, -5.6], [-3.8, -2.1, 3.9], [0.2, -0.1, 0.7], [0.1, 0.1, -0.2], [0.1, 0.1, 0.0], [0.1, 0.3, 0.2], [-0.5, 2.5, -0.8], [2.4, 0.9, -0.5], [2.4, -2.3, -4.6], [-1.5, 0.1, 5.5], [-1.3, -0.6, -0.2], [-0.5, -0.2, 0.0], [-0.4, 0.5, 0.7], [-0.1, -0.2, -0.4], [0.4, 0.8, 0.6], [2.0, 0.3, 2.9], [-1.2, -3.6, -2.6], [-0.6, 2.8, 0.1], [0.2, 0.5, -0.3], [-0.5, -1.0, -0.4], [0.4, -0.5, 0.0], [-0.5, 0.2, 0.2], [-2.5, 1.2, -1.0], [0.4, -1.2, 1.3], [1.0, -3.6, 2.7], [1.8, 3.4, -2.8], [-0.4, 0.0, 0.0], [0.2, 0.2, 0.1], [0.2, 0.0, -0.4], [-0.3, -0.1, 0.2], [-3.0, 1.3, 1.7], [5.3, 0.5, -6.5], [1.4, 0.3, 4.1], [-2.9, -1.5, -0.4], [0.1, 0.4, 1.0], [-0.1, -0.5, -0.1], [-1.0, -0.3, -0.2], [0.2, 0.0, 0.7], [0.1, 0.9, 0.3], [-3.0, -0.6, -1.0], [1.4, 4.0, 1.8], [3.2, -4.8, -1.1], [-0.5, 0.8, 0.0], [0.1, 0.5, 0.9], [-0.2, -0.8, -0.4], [0.2, 0.1, 0.3], [0.4, -0.8, 3.8], [-0.6, 0.3, 1.3], [2.9, -3.4, 0.6], [-2.4, 5.1, -6.2], [0.6, -1.0, -0.3], [0.1, -0.6, 0.6], [-0.1, 0.4, -0.3], [-0.2, -0.1, 0.4], [2.2, 2.9, -2.9], [0.3, 1.2, -0.3], [2.4, -2.5, -1.7], [-4.3, -2.3, 5.0], [-0.2, -0.4, -0.4], [0.1, 0.3, 0.2], [-0.4, 0.0, -0.5], [-0.2, 0.4, 0.2], [2.3, -4.0, 5.9], [-0.9, 1.6, -1.0], [4.0, -1.3, -0.4], [-6.2, 5.1, -4.4], [0.9, -1.1, 0.4], [0.3, 0.3, -0.6], [-1.1, 0.2, 0.2], [0.2, 0.3, -0.4], [-0.1, -0.3, -0.9], [-2.4, -3.1, 2.5], [1.5, -1.7, 1.8], [-1.0, 3.7, -3.4], [1.1, 0.5, 0.2], [0.1, 0.5, -0.1], [0.4, 0.9, 0.3], [0.1, -0.7, 0.2], [1.6, 1.2, 2.7], [-0.4, -1.0, 1.3], [2.5, 0.1, -2.9], [-4.5, -0.6, -1.0], [-0.2, 0.0, -0.5], [1.7, 0.5, -0.4], [-0.6, 0.1, 0.4], [-0.3, 0.2, -0.5], [-4.1, 1.5, -3.5], [1.2, 0.1, 0.7], [-2.7, 0.5, 3.0], [5.8, -2.2, -2.1], [-0.1, 0.1, 1.9], [0.2, -0.4, 0.1], [-0.6, 0.4, 0.0], [0.3, -0.1, 0.2]], "total_energy_ev": -132644.7487, "multiplicity": 5, "homo_energy_ev": [-3.55, -4.47], "fmax_ev_per_a": 9.150, "e_lumo_ha": [0.03953, 0.03951], "charge": -1, "gap_ev": [4.6, 5.5], "s_squared": 6.01}

---

Record 2
{"formula": "C21H68N10O13", "method": "ωB97M-V with the def2-TZVPD basis set", "elements": ["C", "O", "H", "H", "H", "H", "C", "O", "H", "H", "H", "H", "C", "O", "H", "H", "H", "H", "C", "O", "H", "H", "H", "H", "C", "O", "N", "N", "H", "H", "H", "H", "C", "O", "N", "N", "H", "H", "H", "H", "C", "O", "N", "N", "H", "H", "H", "H", "C", "O", "N", "N", "H", "H", "H", "H", "C", "O", "N", "N", "H", "H", "H", "H", "C", "C", "C", "O", "H", "H", "H", "H", "H", "H", "H", "H", "C", "C", "C", "O", "H", "H", "H", "H", "H", "H", "H", "H", "C", "C", "C", "O", "H", "H", "H", "H", "H", "H", "H", "H", "C", "C", "C", "O", "H", "H", "H", "H", "H", "H", "H", "H"], "xyz": [[3.099, 17.711, 24.366], [3.049, 17.580, 25.776], [2.256, 17.449, 23.750], [3.881, 17.118, 24.020], [3.300, 18.693, 23.997], [3.748, 18.242, 26.080], [-0.761, 22.170, 23.785], [-1.663, 21.169, 24.150], [-0.085, 22.295, 24.588], [-1.217, 23.170, 23.658], [-0.279, 21.999, 22.832], [-2.510, 21.691, 24.351], [-0.033, 19.133, 25.792], [0.055, 17.901, 25.056], [0.574, 18.957, 26.670], [-1.123, 19.475, 26.080], [0.473, 19.905, 25.261], [0.905, 17.571, 25.238], [0.392, 21.012, 29.132], [0.665, 21.480, 27.814], [-0.110, 20.065, 29.020], [-0.073, 21.756, 29.686], [1.294, 20.873, 29.782], [-0.039, 21.985, 27.504], [2.751, 14.329, 26.791], [2.220, 13.160, 27.329], [3.983, 14.712, 26.835], [1.997, 15.189, 26.109], [4.659, 13.972, 27.087], [4.298, 15.573, 26.459], [0.937, 15.124, 26.350], [2.359, 16.119, 25.843], [-1.335, 14.656, 25.461], [-1.893, 13.408, 25.291], [-0.777, 15.012, 26.578], [-1.247, 15.581, 24.558], [-0.888, 14.284, 27.293], [-0.638, 15.983, 26.895], [-1.227, 15.075, 23.646], [-0.640, 16.425, 24.532], [1.229, 19.805, 22.354], [1.921, 20.940, 22.812], [1.784, 18.871, 21.693], [0.019, 19.531, 22.488], [2.798, 18.873, 21.882], [1.368, 17.933, 21.569], [-0.415, 20.229, 23.026], [-0.474, 18.732, 22.249], [-2.504, 17.557, 27.870], [-1.180, 17.206, 27.808], [-3.261, 17.714, 26.839], [-3.125, 17.708, 29.023], [-2.949, 17.567, 25.866], [-4.215, 18.123, 26.803], [-2.619, 17.629, 29.876], [-4.055, 18.079, 29.025], [-3.705, 18.058, 23.861], [-4.755, 18.878, 23.539], [-2.569, 18.520, 24.247], [-3.571, 16.787, 23.705], [-2.596, 19.548, 24.231], [-1.657, 18.130, 24.452], [-4.368, 16.227, 23.345], [-2.733, 16.279, 24.093], [5.725, 20.092, 25.032], [4.917, 20.372, 26.233], [3.446, 20.744, 25.894], [4.930, 19.412, 27.042], [6.651, 19.591, 25.133], [5.925, 21.082, 24.691], [5.291, 19.619, 24.173], [5.404, 21.128, 26.749], [3.422, 21.269, 24.924], [2.927, 21.260, 26.729], [2.834, 19.860, 25.794], [5.710, 19.567, 27.592], [-2.571, 21.473, 27.548], [-4.101, 21.261, 27.380], [-4.810, 22.533, 27.663], [-4.464, 20.901, 26.238], [-2.150, 21.566, 26.525], [-2.089, 20.535, 27.895], [-2.362, 22.303, 28.099], [-4.394, 20.529, 28.079], [-4.242, 23.438, 27.497], [-4.842, 22.547, 28.743], [-5.775, 22.564, 27.236], [-5.022, 20.160, 26.319], [2.109, 17.964, 28.690], [3.438, 17.597, 29.345], [3.771, 18.445, 30.578], [3.285, 16.406, 29.664], [2.168, 18.832, 28.100], [1.511, 18.332, 29.465], [1.588, 17.186, 28.112], [4.201, 17.650, 28.684], [4.068, 19.418, 30.148], [4.598, 18.060, 31.110], [2.926, 18.496, 31.218], [3.191, 15.870, 28.870], [1.078, 12.861, 23.856], [2.119, 13.769, 23.148], [1.315, 15.020, 22.730], [3.093, 14.233, 23.841], [1.613, 11.962, 23.962], [0.264, 12.799, 23.126], [0.785, 13.203, 24.866], [2.503, 13.242, 22.271], [1.862, 15.849, 22.282], [0.899, 15.475, 23.598], [0.426, 14.811, 22.140], [2.686, 14.516, 24.671]], "atomic_forces_ev_per_a": [[0.3, 0.4, -0.9], [0.8, 2.0, -0.2], [-1.0, -0.6, 0.8], [1.5, -1.3, -0.8], [0.2, 1.1, 0.5], [-1.1, -1.2, 0.4], [0.0, 2.2, -0.6], [-3.2, 1.4, 0.4], [1.4, 0.0, 0.5], [-0.3, -0.4, 0.1], [0.4, -0.3, 0.1], [1.4, -1.7, -0.4], [-1.0, 0.3, 1.5], [-1.9, 0.9, -0.5], [-0.4, 0.3, 0.6], [2.3, -1.2, -0.8], [0.1, 0.8, -0.7], [1.7, -0.6, 0.4], [1.7, -0.7, -0.5], [2.6, -1.2, 0.9], [-0.5, -0.3, 0.6], [-1.8, 1.1, 0.9], [-0.1, -0.2, -1.3], [-1.9, 1.3, -0.6], [-4.8, -5.9, 2.6], [3.1, 6.0, -2.7], [4.1, -2.0, 1.6], [-4.0, 0.9, 0.0], [-0.5, 1.0, -0.2], [0.2, 0.5, -0.4], [2.2, -0.1, -0.8], [-0.1, -1.0, 0.9], [-2.6, -7.6, 1.2], [2.6, 6.4, 0.3], [0.6, -1.7, 3.4], [-0.2, 1.1, -6.2], [0.2, 0.7, -0.1], [-0.8, 0.0, 0.0], [-0.3, 0.9, 0.6], [-0.5, -1.1, 1.0], [5.3, 6.6, 2.2], [-3.4, -5.6, -2.0], [6.1, -4.1, -2.5], [-5.1, 2.9, 2.4], [-0.7, -0.3, -0.9], [0.3, 1.1, 0.2], [-1.6, 0.1, 0.5], [-0.6, -1.5, -0.5], [6.3, -2.0, 0.7], [-5.6, 2.2, 0.6], [-2.2, 0.5, -4.2], [-0.2, 0.3, 1.4], [0.3, 0.2, 1.5], [1.2, -0.7, 0.7], [0.3, 0.0, 0.3], [-0.2, -0.1, 0.3], [-5.5, 3.6, -3.2], [4.5, -4.0, 1.9], [2.8, 5.8, 1.3], [-2.6, -5.4, -1.0], [0.5, -0.8, 0.3], [-0.6, -0.5, -0.5], [1.0, 0.7, 0.6], [-1.2, 0.5, -0.6], [0.1, 1.1, -2.1], [-2.2, 4.6, -5.1], [0.5, 0.7, 0.1], [0.2, -7.3, 6.7], [1.1, -0.4, 0.9], [0.7, 0.8, -0.9], [-0.9, -0.5, -0.2], [0.6, 2.8, 0.4], [-0.4, 0.1, 0.6], [0.6, 0.2, -0.6], [0.1, -0.4, -0.3], [-0.4, -1.2, 0.3], [-0.5, -3.5, -2.7], [3.1, 3.6, 5.9], [0.9, 1.1, 2.7], [-0.8, -2.7, -8.7], [-0.3, 0.4, 0.5], [-0.2, 0.7, 0.3], [0.8, 2.1, 1.8], [-0.4, -0.9, 1.6], [0.2, 0.2, -0.9], [-0.8, 0.4, 0.7], [-1.0, 0.1, -0.4], [-1.0, -1.2, -0.9], [0.3, 1.1, -0.5], [-1.9, 6.8, -0.5], [0.0, 0.9, -2.4], [-0.4, -10.4, 3.5], [0.3, 1.2, -1.3], [-1.5, -0.1, 1.4], [0.5, 0.0, 0.4], [2.9, 1.1, -2.5], [-0.3, 0.0, 0.7], [1.0, -0.6, 0.5], [-0.8, 0.3, 0.7], [-0.1, -0.4, 0.3], [0.8, 1.1, -0.5], [-5.3, -0.2, -3.3], [-0.8, 0.2, -1.2], [5.2, 0.9, 3.4], [0.1, -1.7, 0.3], [-0.2, -0.5, 0.7], [0.0, -0.1, -0.7], [-0.1, 0.0, -0.1], [0.5, -0.4, -0.5], [0.0, 0.1, 1.1], [0.0, -0.2, -0.6], [0.2, 0.2, 0.2]], "total_energy_ev": -64389.4457, "homo_energy_ev": -9.21, "fmax_ev_per_a": 10.965, "e_lumo_ha": -0.00261, "relative_energy_kj_mol": 1227.9, "gap_ev": 9.1}